[1]
Computed, not measured: 3 unconnected molecules or ions with the total composition C11H23NO8, with ωB97M-V with the def2-TZVPD basis set.

Energy in eV: -29650.12547
Energy above the lowest of the compared OMol25 structures with the same formula, charge and spin in kcal per mole: 0.0
HOMO in Eh: -0.3544
2S+1: 1
SMILES: CCOC(=O)OC.CCOC(=O)OC.COC(=O)CN
Gap between HOMO and LUMO in eV: 10.39

Positions of all 43 atoms, in Å:
C1 -0.057 -0.385 1.157
C2 -1.366 0.062 0.546
O1 -1.338 -0.004 -0.896
C3 -1.461 -1.218 -1.418
O2 -1.662 -2.240 -0.807
O3 -1.328 -1.126 -2.742
C4 -1.458 -2.368 -3.441
H1 0.769 0.202 0.753
H2 -0.090 -0.231 2.236
H3 0.134 -1.440 0.967
H4 -1.554 1.114 0.757
H5 -2.206 -0.527 0.913
H6 -2.405 -2.847 -3.198
H7 -0.639 -3.038 -3.184
H8 -1.419 -2.112 -4.495
C5 5.563 -2.883 0.665
C6 4.872 -3.756 1.687
O4 3.445 -3.555 1.675
C7 2.790 -4.190 0.701
O5 3.280 -4.918 -0.126
O6 1.503 -3.855 0.776
C8 0.668 -4.456 -0.224
H9 5.315 -1.834 0.828
H10 6.644 -3.000 0.756
H11 5.271 -3.166 -0.346
H12 5.167 -3.490 2.701
H13 5.082 -4.811 1.520
H14 0.758 -5.540 -0.196
H15 0.948 -4.094 -1.212
H16 -0.342 -4.138 0.011
C9 -3.350 7.270 1.439
O7 -3.642 5.869 1.482
C10 -2.754 5.036 0.873
O8 -2.191 4.189 1.490
C11 -2.641 5.192 -0.634
N1 -1.920 4.090 -1.241
H17 -2.350 7.464 1.844
H18 -3.425 7.668 0.421
H19 -4.094 7.758 2.067
H20 -3.666 5.283 -1.018
H21 -2.151 6.156 -0.829
H22 -1.103 4.404 -1.749
H23 -1.598 3.464 -0.509

=====

[2]
Computed, not measured: a molecular structure, C13H34N4P2RuS2, with ωB97M-V with the def2-TZVPD basis set.

Energy in eV: -62784.08835
Energy above the lowest of the compared OMol25 structures with the same formula, charge and spin in kcal per mole: 0.0
HOMO (spin up / spin down) in Eh: -0.8009 / -0.8009
2S+1: 1
Total charge: +4
Gap between HOMO and LUMO (spin up / spin down) in eV: 6.31 / 6.31

Positions of all 56 atoms, in Å:
Ru1 0.529 -0.282 -0.013
C1 3.206 2.003 0.047
P1 1.580 1.707 0.750
C2 0.600 3.166 0.347
C3 1.702 1.716 2.585
C4 1.018 0.515 3.246
P2 1.332 -0.946 2.226
C5 3.078 -1.339 2.425
C6 0.403 -2.372 2.820
H1 3.594 2.923 0.495
H2 3.127 2.150 -1.031
H3 3.903 1.193 0.262
H4 1.114 4.026 0.791
H5 -0.396 3.102 0.786
H6 0.536 3.322 -0.728
H7 1.248 2.652 2.917
H8 2.761 1.773 2.846
H9 -0.060 0.663 3.345
H10 1.411 0.335 4.251
H11 3.225 -1.540 3.492
H12 3.735 -0.517 2.139
H13 3.347 -2.237 1.868
H14 0.407 -2.340 3.915
H15 0.892 -3.294 2.501
H16 -0.629 -2.375 2.475
C7 3.536 -3.085 -4.113
N1 3.376 -2.293 -2.874
C8 2.227 -1.956 -2.362
N2 1.077 -2.265 -2.923
S1 2.377 -1.033 -0.808
H17 4.589 -3.326 -4.223
H18 3.211 -2.500 -4.974
H19 2.972 -4.015 -4.033
H20 4.223 -1.986 -2.410
H21 1.045 -2.790 -3.791
H22 0.194 -2.047 -2.495
C9 -5.365 2.207 -1.780
C10 -4.685 0.976 -2.357
N3 -3.198 1.059 -2.246
C11 -2.466 0.609 -1.265
S2 -0.710 0.839 -1.480
N4 -2.984 0.072 -0.173
C12 -2.309 -0.558 0.945
C13 -2.867 -0.099 2.277
H23 -6.444 2.089 -1.880
H24 -5.078 3.107 -2.321
H25 -5.142 2.344 -0.721
H26 -4.890 0.860 -3.420
H27 -5.008 0.049 -1.877
H28 -2.729 1.578 -2.980
H29 -3.996 0.107 -0.084
H30 -1.200 -0.300 0.928
H31 -2.337 -1.646 0.844
H32 -2.765 0.977 2.410
H33 -2.387 -0.626 3.101
H34 -3.928 -0.353 2.329